# C40H66Ge2N4O5PS4SiTi

A molecular structure, C40H66Ge2N4O5PS4SiTi (ωB97M-V/def2-TZVPD, the Open Molecules 2025 dataset).

Calculated values
Total charge   -1
Multiplicity   3
ΔE to the lowest compared entry with this formula, charge and spin   16.9 kcal/mol
E_HOMO (spin up / spin down)   -3.5848 / -3.8827 eV
LUMO level (spin up / spin down)   1.491 / 1.491 eV
Orbital gap (spin up / spin down)   5.1 / 5.4 eV
<S²>   2.021

The geometry in XYZ format:
```
124
Properties=species:S:1:pos:R:3:mulliken_spin:R:1
Ti 0.6142 -1.1991 -0.0080 1.58
C 5.3796 -2.2317 1.6753 0.01
C 4.3727 -1.1231 1.3774 0.00
Ge 2.5718 -1.4365 2.1631 0.07
C 2.6908 -2.9616 3.4062 0.03
C 3.2851 -2.5494 4.7552 0.00
C 2.1935 0.1162 3.3004 0.14
C 1.1221 0.9063 3.2813 -0.08
Ge -0.2454 0.6207 1.8289 -0.03
C -2.0168 0.3804 2.7635 -0.01
C -2.9006 1.6187 2.9020 0.00
C -0.3828 2.4385 0.9638 0.03
C -0.0697 3.7078 1.7531 0.00
C 1.0416 2.0066 4.2778 0.00
C 2.1231 2.8695 4.4725 0.00
C 2.0601 3.9074 5.3896 0.00
C 0.9127 4.1028 6.1469 0.00
C -0.1643 3.2435 5.9764 0.00
C -0.1016 2.2128 5.0503 0.00
H 6.3476 -2.0245 1.2109 0.00
H 5.0241 -3.1848 1.2824 0.00
H 5.5496 -2.3599 2.7447 0.00
H 4.2621 -1.0168 0.2983 0.01
H 4.7191 -0.1563 1.7528 0.01
H 3.2921 -3.7339 2.9270 0.00
H 1.6934 -3.3760 3.5388 0.00
H 4.2642 -2.0770 4.6502 0.00
H 3.4119 -3.4138 5.4132 0.00
H 2.6396 -1.8374 5.2691 0.00
H 2.9598 0.2991 4.0627 0.00
H -1.8104 -0.0615 3.7412 0.00
H -2.5552 -0.3899 2.2065 0.01
H -2.3983 2.4298 3.4304 0.00
H -3.8277 1.4003 3.4418 0.00
H -3.1878 2.0119 1.9248 0.00
H -1.4054 2.4929 0.5808 0.00
H 0.2733 2.3936 0.0887 0.01
H -0.6766 3.7989 2.6536 0.00
H -0.2381 4.6066 1.1493 0.00
H 0.9703 3.7292 2.0773 0.00
H 3.0165 2.7235 3.8758 0.00
H 2.9094 4.5690 5.5104 0.00
H 0.8583 4.9143 6.8612 0.00
H -1.0635 3.3781 6.5655 0.00
H -0.9476 1.5530 4.9229 0.00
S -0.6162 -2.6070 1.8272 -0.01
S 0.0232 -4.5919 1.7492 0.02
S 0.9941 -4.7592 -0.0635 0.03
S 2.2742 -3.1440 -0.1218 0.06
C -2.6217 1.7110 -4.2567 0.00
N -1.6497 0.5611 -4.5381 0.00
C -0.3244 1.1637 -5.0352 0.00
N 0.1771 2.0993 -4.1113 0.00
C -0.7869 3.1703 -3.9421 0.00
N -2.0585 2.6944 -3.4088 0.00
C -1.9538 2.2517 -2.0070 0.00
P -1.0476 0.6224 -1.7774 0.03
C -1.4363 -0.3189 -3.3393 0.01
C 0.4652 1.4369 -2.7993 0.00
H -3.5067 1.2647 -3.8059 0.00
H -2.8609 2.1337 -5.2367 0.00
H -2.0433 -0.0056 -5.2895 0.00
H -0.5541 1.6321 -5.9967 0.00
H 0.3600 0.3251 -5.1664 0.00
H -0.9672 3.6467 -4.9121 0.00
H -0.3794 3.9090 -3.2543 0.00
H -2.9552 2.1931 -1.5882 0.00
H -1.4019 3.0224 -1.4688 0.00
H -2.3308 -0.9237 -3.2234 0.00
H -0.5811 -0.9543 -3.5698 0.00
H 1.2248 0.6736 -2.9867 0.00
H 0.9419 2.1880 -2.1625 0.00
O 3.4766 -0.0673 -2.2020 0.01
C 3.0454 0.5086 -1.2057 0.08
O 2.0239 0.1593 -0.5077 -0.08
C 3.7593 1.7268 -0.6711 -0.01
C 3.2811 2.3916 0.4493 -0.02
C 3.9203 3.5316 0.9501 0.00
C 5.0432 3.9484 0.2819 0.00
O 5.8410 5.0333 0.5572 0.00
C 6.9142 4.9733 -0.3779 0.00
O 6.6478 3.9271 -1.3031 0.00
C 5.5227 3.2842 -0.8313 0.00
C 4.9068 2.1739 -1.3391 0.00
H 2.3975 2.0043 0.9433 0.01
H 3.5458 4.0602 1.8158 0.00
H 7.8472 4.7628 0.1547 0.00
H 6.9790 5.9235 -0.9124 0.00
H 5.2614 1.6433 -2.2105 0.00
C -5.5603 1.0557 -1.7400 0.00
Si -4.5970 -0.5224 -1.3289 0.00
C -5.6092 -1.4146 -0.0087 0.00
C -4.7173 -1.6402 -2.8668 0.00
C -2.8606 -0.1871 -0.8278 0.01
H -6.6237 0.8354 -1.8598 0.00
H -5.2252 1.5527 -2.6528 0.00
H -5.4638 1.7775 -0.9261 0.00
H -6.6258 -1.6457 -0.3373 0.00
H -5.6711 -0.8017 0.8929 0.00
H -5.1181 -2.3491 0.2730 0.00
H -5.7381 -2.0030 -3.0034 0.00
H -4.0713 -2.5155 -2.7556 0.00
H -4.4332 -1.1304 -3.7916 0.00
H -2.4679 -1.1112 -0.3847 0.02
H -2.9119 0.5160 0.0155 0.00
O -0.4864 -2.2973 -1.4280 0.04
C -1.2970 -3.2316 -1.6338 0.02
C -1.3388 -3.8874 -2.9968 0.00
C -0.9428 -5.3674 -3.0243 0.00
C -1.9955 -6.3277 -2.4806 0.00
C -2.3647 -6.1091 -1.0174 0.00
C -3.0385 -4.7649 -0.7605 0.00
N -2.1240 -3.6442 -0.6811 0.00
H -0.6445 -3.3198 -3.6165 0.00
H -2.3455 -3.7626 -3.4148 0.00
H -0.0050 -5.4891 -2.4761 0.00
H -0.7400 -5.6316 -4.0655 0.00
H -1.6332 -7.3504 -2.6133 0.00
H -2.9052 -6.2420 -3.0890 0.00
H -1.4795 -6.1763 -0.3781 0.00
H -3.0497 -6.9001 -0.7022 0.00
H -3.5588 -4.7870 0.1964 0.00
H -3.7984 -4.5721 -1.5271 0.00
H -1.9223 -3.2336 0.2489 -0.01
```

# C25H36N3O5S

A gas-phase ion, C25H36N3O5S (charge +1) (ωB97M-V/def2-TZVPD, the Open Molecules 2025 dataset).

Calculated values
Total charge   +1
ΔE to the lowest compared entry with this formula, charge and spin   0.9 kcal/mol
E_HOMO   -10.5738 eV
LUMO level   -2.146 eV
SMILES string   CCOc1cc(CNCCc2ccc(S(N)(=O)=O)cc2)ccc1OC/C(O)=[NH+]\C1CCCCC1
Orbital gap   8.4 eV

The geometry in XYZ format:
```
70
Properties=species:S:1:pos:R:3:nbo_charge:R:1
C -0.2188 -1.2112 3.2793 -0.64
C 0.2022 -0.4676 2.0183 -0.06
O 0.3326 -1.3346 0.8995 -0.55
C -0.8109 -1.8512 0.3152 0.22
C -2.0839 -1.3558 0.5647 -0.25
C -3.2106 -1.8899 -0.0374 -0.05
C -4.5745 -1.3036 0.2372 -0.25
N -4.5128 -0.2589 1.2449 -0.65
C -5.4715 0.8199 1.1086 -0.20
C -5.1261 1.7139 -0.1010 -0.45
C -3.6443 1.8879 -0.2459 0.07
C -2.9019 2.5021 0.7617 -0.21
C -1.5317 2.6412 0.6425 -0.18
C -0.9029 2.1698 -0.4960 -0.40
S 0.8523 2.3726 -0.6211 2.33
N 1.1769 3.9085 -1.1086 -1.05
O 1.3623 1.5129 -1.6858 -1.00
O 1.4721 2.1823 0.6538 -0.93
C -1.6124 1.5608 -1.5106 -0.12
C -2.9829 1.4192 -1.3770 -0.22
C -3.0629 -2.9546 -0.9150 -0.16
C -1.8038 -3.4413 -1.1957 -0.24
C -0.6688 -2.9019 -0.6011 0.24
O 0.5110 -3.4935 -1.0053 -0.47
C 1.7452 -2.9518 -0.6592 -0.14
C 1.8740 -1.4879 -1.0159 0.75
O 0.9466 -1.0016 -1.7641 -0.62
N 2.8915 -0.7709 -0.6374 -0.56
C 4.1038 -1.2102 0.0407 -0.04
C 5.2951 -0.4854 -0.5957 -0.41
C 5.3147 1.0032 -0.2543 -0.40
C 5.3184 1.1978 1.2580 -0.40
C 4.0824 0.5505 1.8738 -0.41
C 4.0390 -0.9409 1.5483 -0.41
H -1.1997 -1.6621 3.1516 0.22
H -0.2538 -0.5178 4.1140 0.22
H 0.4944 -1.9992 3.5087 0.22
H -0.4877 0.3518 1.7935 0.18
H 1.1965 -0.0342 2.1431 0.20
H -2.2332 -0.5293 1.2379 0.24
H -4.9470 -0.8712 -0.6948 0.20
H -5.2668 -2.1160 0.5085 0.20
H -4.5768 -0.6687 2.1694 0.37
H -6.5113 0.4714 1.0003 0.18
H -5.4127 1.4127 2.0238 0.20
H -5.6027 2.6848 0.0463 0.24
H -5.5319 1.2821 -1.0158 0.22
H -3.4007 2.8698 1.6443 0.23
H -0.9395 3.0964 1.4214 0.24
H 1.0497 4.6216 -0.4121 0.42
H 0.8347 4.1616 -2.0188 0.42
H -1.0973 1.1996 -2.3863 0.23
H -3.5400 0.9381 -2.1657 0.23
H -3.9273 -3.3966 -1.3853 0.21
H -1.6623 -4.2571 -1.8855 0.23
H 2.4779 -3.5331 -1.2343 0.24
H 1.9602 -3.0739 0.4107 0.22
H 1.0362 -0.0013 -1.8826 0.53
H 2.8577 0.2294 -0.8443 0.44
H 4.2058 -2.2862 -0.1287 0.21
H 5.2734 -0.6292 -1.6776 0.22
H 6.2080 -0.9474 -0.2175 0.23
H 4.4479 1.5138 -0.6830 0.18
H 6.2056 1.4544 -0.6920 0.23
H 6.2193 0.7482 1.6804 0.20
H 5.3316 2.2615 1.4945 0.22
H 3.1884 1.0523 1.5007 0.22
H 4.1030 0.6743 2.9572 0.22
H 3.1353 -1.3931 1.9589 0.21
H 4.8981 -1.4335 2.0071 0.22
```